Density functional theory data (ωB97M-V/def2-TZVPD) for 10 unconnected molecules or ions with the total composition C9H38O10.

Geometry as XYZ:
```
57
Properties=species:S:1:pos:R:3:forces:R:3
O -9.335 -7.763 9.386 0.5 0.3 -0.1
H -9.073 -8.304 10.131 0.3 -0.1 0.3
H -10.232 -8.036 9.195 -0.7 -0.4 -0.2
O -13.453 -7.158 9.565 -0.6 -0.7 0.1
H -14.102 -6.558 9.196 -0.4 0.2 -0.2
H -12.633 -6.663 9.550 0.5 0.4 0.0
O -6.578 -9.904 10.757 0.5 0.0 -0.5
H -6.079 -10.451 11.364 0.1 -0.1 0.0
H -7.403 -9.731 11.212 -0.5 0.2 0.1
O -8.312 -9.899 7.044 0.1 -0.7 -0.2
H -8.017 -9.495 7.860 0.0 0.3 0.3
H -8.527 -9.161 6.474 -0.1 0.4 0.0
O -11.359 -8.946 7.779 0.5 0.4 0.1
H -12.215 -8.761 7.392 -0.8 0.3 0.1
H -11.227 -9.882 7.632 0.3 -0.5 0.0
O -11.200 -5.798 10.303 -0.3 0.1 0.2
H -11.207 -5.259 11.094 -0.2 0.4 0.3
H -10.277 -5.844 10.052 0.9 -0.1 -0.5
O -11.783 -8.254 11.506 0.6 -1.0 0.8
H -12.724 -8.085 11.456 -0.4 0.0 -0.4
H -11.377 -7.406 11.323 0.1 0.6 -0.3
C -9.421 -2.723 9.009 -0.8 -1.9 -0.9
C -9.198 -3.954 8.034 1.1 0.2 0.4
C -8.310 -3.614 6.812 -0.9 -0.4 0.4
O -8.594 -5.019 8.811 -0.3 1.2 0.2
H -8.487 -2.407 9.474 -0.1 0.2 -0.2
H -10.128 -3.068 9.764 0.3 -0.2 0.4
H -10.019 -1.941 8.540 0.6 0.3 -0.4
H -10.127 -4.345 7.619 -0.4 0.3 0.3
H -8.065 -4.511 6.243 0.2 -0.1 0.5
H -7.397 -3.093 7.101 -0.1 0.2 -0.2
H -8.963 -3.078 6.124 0.3 0.7 -0.1
H -8.776 -5.857 8.379 0.0 -0.4 -0.3
C -7.955 -10.936 13.227 -0.9 0.3 0.0
C -9.268 -10.125 13.071 1.5 -0.9 0.0
C -9.553 -9.311 14.249 -1.0 0.6 1.9
O -9.195 -9.275 11.954 0.6 -0.3 -0.8
H -7.089 -10.320 13.466 0.0 0.2 -0.4
H -7.876 -11.489 12.291 0.6 -0.2 0.3
H -8.053 -11.604 14.083 -0.2 -0.2 -0.2
H -10.027 -10.894 12.929 -0.4 0.1 -0.1
H -8.932 -8.427 14.396 0.3 -0.2 -0.4
H -9.458 -9.935 15.138 -0.1 0.0 0.3
H -10.578 -8.944 14.211 -0.1 0.0 0.0
H -10.089 -9.205 11.612 -0.7 0.3 -0.2
C -8.726 -6.527 4.382 0.4 0.1 0.8
C -9.935 -6.862 5.300 -0.6 1.0 -2.8
C -10.741 -8.010 4.777 0.1 -1.0 -0.8
O -9.474 -7.090 6.548 1.7 -0.1 2.1
H -8.099 -5.745 4.810 -0.2 0.1 0.2
H -8.911 -6.182 3.365 -0.6 -0.3 0.0
H -8.041 -7.375 4.372 -0.2 -0.4 -0.3
H -10.668 -6.056 5.315 0.2 0.8 -0.1
H -10.791 -8.017 3.688 -0.2 0.4 -0.1
H -11.753 -8.004 5.180 0.1 -0.2 0.0
H -10.231 -8.949 4.994 -0.2 -0.2 0.3
H -10.086 -7.631 7.052 -0.5 -0.4 0.3
```
Positions in Å, forces in eV/Å.

## Properties
- net charge = -1
- E (hartree) = -1118.07348
- F_max (eV Å⁻¹) = 3.043
- HOMO-LUMO gap (spin up / spin down) (eV) = 2.27 / 10.04
- 2S+1 = 2
- HOMO (spin up / spin down) (eV) = 0.48 / -7.34
- ⟨S²⟩ = 0.750